[1]
{"formula": "C30H43IMgN6O2S3Si", "method": "ωB97M-V/def2-TZVPD", "species": ["Mg", "C", "C", "N", "C", "C", "C", "O", "C", "C", "N", "C", "C", "C", "C", "C", "C", "I", "C", "O", "H", "H", "H", "H", "H", "H", "H", "H", "H", "H", "H", "H", "C", "C", "S", "C", "C", "S", "C", "C", "S", "H", "H", "H", "H", "H", "H", "H", "H", "H", "H", "H", "H", "C", "C", "C", "C", "N", "C", "N", "N", "N", "H", "H", "H", "H", "H", "H", "H", "H", "H", "H", "C", "Si", "C", "C", "C", "C", "H", "H", "H", "H", "H", "H", "H", "H", "H"], "positions_angstrom": [[0.019275, -0.443025, -0.071161], [1.593377, 2.565966, -3.281174], [2.219452, 2.665934, -1.923180], [3.076603, 3.629818, -1.696411], [3.704674, 3.684717, -0.501807], [3.548856, 2.740347, 0.477845], [4.357600, 2.860503, 1.741498], [5.352764, 1.845606, 1.868100], [2.638771, 1.674409, 0.256982], [2.600291, 0.580430, 1.202558], [1.810380, -0.431651, 1.135876], [1.941842, -1.456646, 2.097877], [2.100064, -1.185981, 3.453512], [2.183313, -2.220041, 4.371276], [2.097894, -3.538262, 3.949919], [1.913880, -3.824798, 2.604945], [1.829890, -2.787258, 1.693499], [1.496135, -3.195911, -0.327394], [1.880981, 1.668447, -0.936002], [0.945584, 0.828077, -1.210915], [1.687133, 3.519282, -3.796416], [2.111334, 1.800523, -3.865631], [0.552448, 2.256066, -3.221724], [4.373402, 4.525654, -0.352693], [4.815477, 3.853559, 1.773975], [3.729141, 2.763232, 2.628688], [5.866474, 1.834537, 1.053357], [3.366043, 0.595368, 1.978473], [2.117156, -0.154805, 3.783040], [2.299518, -1.993158, 5.423095], [2.156392, -4.346974, 4.666235], [1.830142, -4.849667, 2.270342], [0.440597, 4.921738, 0.611545], [0.233810, 4.206619, 1.942552], [-0.233915, 2.455753, 1.800708], [-1.938547, 2.424276, 2.383267], [-2.993712, 2.872945, 1.375846], [-2.936954, 1.916188, -0.169585], [-2.577276, 3.159015, -1.435215], [-1.181500, 3.768951, -1.414197], [-1.065482, 5.233662, -0.339325], [1.148710, 4.384329, -0.018194], [0.875465, 5.906221, 0.797074], [-0.528657, 4.716557, 2.532733], [1.166317, 4.245383, 2.510696], [-2.020708, 3.004328, 3.305319], [-2.095937, 1.375222, 2.635815], [-2.876284, 3.923722, 1.119606], [-3.983119, 2.739771, 1.818427], [-3.346470, 3.933947, -1.415780], [-2.707131, 2.608935, -2.370668], [-0.913680, 4.078628, -2.424720], [-0.456767, 3.030359, -1.078374], [-5.786173, -0.958208, 0.058075], [-5.947602, -1.297477, -1.420588], [-5.941621, -0.043103, -2.288403], [-4.904072, -2.311192, -1.891984], [-3.536094, -1.797314, -1.881762], [-2.678661, -1.650417, -0.878051], [-1.574948, -1.129111, -1.365811], [-1.773881, -0.962717, -2.690875], [-2.945257, -1.357528, -3.009070], [-6.596627, -0.305890, 0.384953], [-4.855010, -0.421770, 0.244133], [-5.804125, -1.855208, 0.682716], [-6.905704, -1.811055, -1.552409], [-5.014712, 0.516498, -2.154163], [-6.761994, 0.616332, -2.004061], [-6.047155, -0.285740, -3.347076], [-5.089401, -2.611901, -2.921753], [-4.919365, -3.201740, -1.263509], [-2.843592, -1.882061, 0.162966], [-1.924168, -0.783574, 5.608581], [-2.498622, -1.893140, 4.212007], [-1.879245, -3.639136, 4.487803], [-4.372462, -1.885317, 4.134461], [-1.800637, -1.268418, 2.645102], [-1.186017, -0.869649, 1.662195], [-2.311688, -1.120347, 6.572962], [-2.254284, 0.245317, 5.449517], [-0.833308, -0.777260, 5.660066], [-2.254641, -4.056283, 5.425561], [-0.787987, -3.647219, 4.518385], [-2.193868, -4.294723, 3.673092], [-4.807616, -2.141617, 5.103193], [-4.738219, -2.607173, 3.400338], [-4.744906, -0.899739, 3.846577]], "forces_ev_per_a": [[-0.115, 0.402, 0.185], [0.024, -0.002, 0.004], [-0.015, 0.011, 0.004], [-0.008, -0.005, 0.011], [0.005, 0.005, 0.004], [0.018, 0.011, -0.022], [0.015, -0.003, 0.003], [0.006, 0.008, 0.004], [-0.053, 0.002, -0.013], [0.070, -0.066, -0.030], [-0.016, 0.037, -0.053], [-0.037, 0.003, 0.000], [0.011, -0.030, 0.010], [-0.001, 0.033, 0.007], [-0.002, -0.020, 0.008], [0.004, -0.010, -0.021], [0.019, 0.126, 0.092], [-0.009, -0.107, -0.018], [0.038, -0.044, -0.046], [-0.078, -0.161, 0.069], [0.003, 0.002, -0.005], [-0.013, 0.000, -0.004], [-0.023, 0.010, 0.016], [0.004, 0.000, -0.004], [0.000, 0.001, 0.003], [-0.009, -0.007, -0.002], [-0.002, -0.002, 0.000], [-0.017, 0.007, 0.007], [-0.006, 0.004, -0.008], [0.002, 0.000, -0.002], [0.000, -0.002, -0.003], [-0.004, 0.001, -0.003], [0.006, -0.014, 0.038], [-0.039, 0.053, -0.098], [0.149, -0.033, 0.152], [-0.089, -0.019, -0.073], [0.011, 0.001, 0.026], [-0.014, -0.052, 0.003], [-0.041, 0.032, -0.010], [0.024, -0.033, -0.028], [0.013, 0.046, 0.007], [-0.004, -0.015, -0.009], [-0.009, 0.006, 0.017], [-0.006, -0.009, 0.010], [0.006, -0.028, -0.005], [0.014, 0.032, -0.021], [0.013, 0.001, 0.015], [0.003, -0.012, 0.010], [-0.003, -0.019, -0.010], [-0.002, -0.008, 0.000], [-0.003, -0.022, 0.017], [0.009, 0.019, -0.006], [0.002, -0.013, 0.004], [-0.041, -0.027, 0.011], [0.038, 0.008, -0.011], [-0.016, -0.009, 0.019], [0.029, -0.022, -0.017], [-0.024, -0.010, -0.020], [-0.010, 0.051, 0.037], [0.096, -0.010, -0.101], [-0.065, 0.000, 0.014], [0.007, 0.011, -0.006], [-0.005, -0.009, 0.004], [0.051, 0.031, 0.007], [0.008, 0.023, -0.010], [0.000, -0.001, -0.008], [0.030, 0.013, 0.001], [-0.002, -0.003, -0.001], [0.005, 0.004, 0.002], [-0.012, 0.004, 0.003], [0.001, -0.006, 0.006], [-0.003, -0.013, -0.011], [-0.009, -0.016, -0.019], [0.024, 0.024, 0.003], [-0.027, 0.017, 0.024], [0.002, 0.002, -0.016], [0.018, -0.036, 0.007], [0.042, -0.140, -0.150], [0.001, 0.001, 0.001], [-0.005, -0.002, 0.000], [0.002, -0.002, -0.003], [0.000, 0.004, -0.003], [0.004, 0.001, 0.001], [0.000, 0.002, -0.002], [-0.005, -0.011, -0.005], [0.008, 0.003, -0.001], [0.004, 0.006, 0.011]], "mulliken_charge": [0.9247, -1.4292, 0.7426, -0.6197, -1.0827, 1.4328, -1.3930, -0.5432, -0.2718, -0.8810, 0.5436, -0.1309, 0.2360, -0.8355, -0.6530, -0.4442, -0.0961, 0.1103, 0.6292, -1.0252, 0.3614, 0.3442, 0.2948, 0.3126, 0.4360, 0.3455, 0.3691, 1.0538, 0.5186, 0.3815, 0.4131, 0.3934, 0.3992, -1.2442, 0.5210, -0.2477, -1.2354, 0.3733, -1.2346, 0.8819, -0.2345, -0.6179, 0.5046, 0.4406, 0.5105, 0.6321, -0.5653, 0.2915, 0.6017, 0.4548, 0.3595, 0.6452, -1.2649, -1.1785, 0.9630, -1.2629, -1.2932, 0.8007, -0.7881, 0.1963, -0.4061, -0.5989, 0.4452, 0.0077, 0.3630, 0.3015, 0.0516, 0.4525, 0.3892, 0.3736, 0.4618, 0.6180, -0.9403, -0.2614, -0.7393, -1.0041, -0.2574, 0.3567, 0.3741, 0.2977, 0.2650, 0.3498, 0.0587, 0.2889, 0.3455, 0.2542, 0.3068], "total_charge": 0, "e_above_lowest_kj_mol": 20.2, "homo_energy_ev": -7.8397, "gap_ha": 0.2838, "max_force_ha_per_bohr": 0.0089}



[2]
{"formula": "C5H8O", "method": "ωB97M-V/def2-TZVPD", "species": ["C", "C", "C", "O", "C", "C", "H", "H", "H", "H", "H", "H", "H", "H"], "positions_angstrom": [[0.288916, -0.984335, -0.685071], [-1.099298, -0.622249, -0.105187], [-0.917530, 0.750261, 0.481090], [0.094963, 0.872838, 1.455508], [0.360711, 1.345142, 0.104727], [1.308911, -0.059568, -0.023403], [0.325443, -0.751530, -1.749675], [0.493909, -2.052287, -0.546488], [-1.869362, -0.618806, -0.887718], [-1.420994, -1.305785, 0.684154], [-1.755324, 1.327940, 0.850932], [0.338920, 2.471948, 0.065689], [2.194537, 0.185179, -0.575139], [1.656204, -0.558746, 0.930587]], "forces_ev_per_a": [[0.040, 0.010, -0.245], [0.033, -0.165, 0.127], [-0.512, -0.369, 0.261], [-1.636, 1.041, 1.982], [1.269, -1.547, 2.202], [0.058, 1.072, -1.349], [-0.285, -0.228, -0.113], [0.173, 0.246, -0.055], [0.119, 0.029, 0.218], [0.037, -0.125, -0.099], [-0.369, 0.240, -0.883], [1.191, -1.341, -0.501], [0.451, -0.411, -0.897], [-0.569, 1.548, -0.648]], "mulliken_charge": [-0.4802, -0.6779, -0.0307, -0.4371, -0.2549, -0.6328, 0.2689, 0.3104, 0.2976, 0.2905, 0.4515, 0.3043, 0.3665, 0.2241], "smiles": "C1C[C@@H]2O[C@@H]2C1", "total_charge": 0, "e_above_lowest_kj_mol": 310.9, "homo_energy_ev": -8.9496, "gap_ha": 0.3717, "max_force_ha_per_bohr": 0.0579}



[3]
{"formula": "C5H14", "method": "ωB97M-V/def2-TZVPD", "species": ["C", "C", "C", "H", "H", "H", "H", "H", "H", "H", "H", "C", "C", "H", "H", "H", "H", "H", "H"], "positions_angstrom": [[-0.255722, 0.384923, -1.482902], [0.043014, 0.054829, -2.931916], [0.522784, 1.559884, -0.892179], [-1.302389, 0.579000, -1.252248], [0.002173, -0.446491, -0.837379], [1.121754, 0.193939, -3.059213], [1.580093, 1.381643, -0.683051], [-0.529446, 0.595333, -3.683625], [-0.064986, -1.020752, -3.109020], [0.585145, 2.423090, -1.532054], [0.007978, 1.982061, -0.040103], [0.556874, -1.207217, 2.450252], [-0.882823, -0.720499, 2.699302], [0.841135, -1.109680, 1.407711], [1.146660, -0.669459, 3.184108], [0.706436, -2.256455, 2.715836], [-1.649568, -1.357367, 2.264993], [-0.954873, 0.274140, 2.277549], [-1.017581, -0.508369, 3.759949]], "forces_ev_per_a": [[0.035, 0.512, 0.908], [0.721, -0.796, 0.260], [0.201, 0.678, -0.406], [-0.237, -0.114, -0.453], [-0.011, -0.527, -0.072], [-0.114, 0.348, -0.388], [-0.169, -0.476, 0.322], [0.118, 0.183, 0.142], [-0.407, 0.139, -0.078], [-0.260, 0.334, -0.877], [0.117, -0.293, 0.664], [-0.842, -0.553, 0.763], [0.734, 0.337, -0.108], [0.344, 0.371, 0.061], [0.723, 0.321, -0.538], [-0.253, -0.070, -0.046], [-0.094, 0.012, 0.217], [-0.257, 0.216, -0.469], [-0.348, -0.621, 0.095]], "mulliken_charge": [0.1283, -1.1856, -1.2850, 0.2879, 0.0053, 0.2974, 0.3275, 0.2975, 0.3637, 0.4143, 0.3416, -0.7234, -0.7984, 0.1829, 0.2525, 0.2834, 0.2812, 0.1857, 0.3432], "smiles": "CCC.CC", "total_charge": 0, "e_above_lowest_kj_mol": 42.7, "homo_energy_ev": -11.3738, "gap_ha": 0.4594, "max_force_ha_per_bohr": 0.0246}



[4]
{"formula": "CH4N4S", "method": "ωB97M-V/def2-TZVPD", "species": ["C", "N", "N", "N", "N", "S", "H", "H", "H", "H"], "positions_angstrom": [[0.910334, -1.421988, -0.343841], [1.314803, -0.299285, 0.023298], [-1.091945, -0.192955, 0.328870], [0.358614, 0.549850, 0.502534], [0.139073, 1.699673, -0.147297], [-0.755963, -1.793843, -0.342909], [1.467564, -2.198324, -0.743011], [-1.513931, -0.275386, 1.312287], [-0.376224, 1.656635, -1.051688], [-0.452325, 2.275623, 0.461756]], "forces_ev_per_a": [[-0.966, 0.128, 0.020], [1.042, 1.092, -0.488], [-0.044, -0.633, 1.489], [-3.099, -2.013, 1.013], [0.141, 2.588, -1.054], [-1.334, 0.958, 0.876], [1.768, -1.013, -0.510], [1.184, -0.211, -1.731], [0.667, -0.644, 0.662], [0.640, -0.252, -0.276]], "mulliken_charge": [-0.0036, -0.4613, -0.4359, 0.1720, -0.4941, -0.0227, 0.3926, 0.2963, 0.2779, 0.2788], "smiles": "NN1N=CSN1", "total_charge": 0, "e_above_lowest_kj_mol": 258.1, "homo_energy_ev": -8.2323, "gap_ha": 0.3242, "max_force_ha_per_bohr": 0.0745}